Here is 7 unconnected molecules or ions with the total composition C19H44F9N4O13S3 in a non-equilibrium geometry from the OMol25 dataset. Energies are from ωB97M-V/def2-TZVPD.

Calculated values
- molar mass (g mol⁻¹) = 803.76
- charge = +1
- orbital gap (eV) = 9.733
- HOMO energy (eV) = -11.421

Last column: Mulliken charge in e.
Cartesian coordinates (Å):
1 C -16.04342 6.28028 -0.15009  -0.8507
2 N -15.61712 7.62526 0.18077  0.2817
3 C -14.44509 8.02399 -0.68856  -0.8208
4 C -16.75267 8.55851 -0.13263  -0.9453
5 C -15.27644 7.71845 1.68415  -0.7912
6 C -15.39594 9.11392 2.24790  -0.7480
7 O -14.48939 10.09703 1.67073  -0.5535
8 H -15.23813 5.53853 0.11581  0.3515
9 H -16.20875 6.15431 -1.18870  0.3929
10 H -16.91643 6.05268 0.44681  0.3240
11 H -13.97557 8.90905 -0.33251  0.2668
12 H -14.73023 8.08791 -1.78084  0.3501
13 H -13.75662 7.19826 -0.71788  0.4034
14 H -17.62109 8.22750 0.40372  0.2534
15 H -16.96185 8.50243 -1.21829  0.4188
16 H -16.37366 9.58554 0.00463  0.4131
17 H -14.29091 7.22879 1.77132  0.3398
18 H -15.96823 7.12329 2.17478  0.4941
19 H -15.05448 8.98798 3.24001  0.4498
20 H -16.35538 9.49712 2.16991  0.6594
21 H -14.55546 10.90278 2.23471  0.4306
22 C -16.31375 13.85108 10.37200  -1.0361
23 N -14.83739 13.52600 10.32019  0.1293
24 C -14.31973 13.70960 8.94150  -0.7875
25 C -14.22728 14.30813 11.33947  -0.8885
26 C -14.57315 12.04244 10.63147  -0.5311
27 C -15.09361 11.49744 11.95019  -0.2621
28 O -14.26383 11.92568 13.00268  -0.5545
29 H -16.55058 13.80561 11.38626  0.5153
30 H -16.87645 13.09244 9.86966  0.3575
31 H -16.50886 14.84352 9.95142  0.3580
32 H -14.73970 13.02073 8.18949  0.2869
33 H -13.22700 13.65616 9.09403  0.3790
34 H -14.62899 14.71147 8.61611  0.3818
35 H -13.11498 14.20951 11.30580  0.3447
36 H -14.42512 13.94282 12.33122  0.3841
37 H -14.53332 15.31947 11.24238  0.3968
38 H -13.48965 11.87685 10.57791  0.4328
39 H -15.03002 11.47785 9.82355  0.2924
40 H -14.76855 10.41939 11.85593  0.1796
41 H -16.18753 11.65587 12.16597  0.2928
42 H -14.41205 11.49215 13.80921  0.3307
43 C -16.37989 2.92429 6.70193  -1.0872
44 C -15.55610 3.87138 5.93423  0.7601
45 O -14.73784 3.57223 5.12471  -0.4743
46 N -15.69259 5.30162 6.39057  0.4807
47 H -16.63323 5.56074 5.83679  0.2886
48 H -15.84161 5.46600 7.39413  0.1575
49 C -14.53960 6.19450 6.09809  -1.0085
50 H -17.41863 3.19363 6.44646  0.2794
51 H -16.41697 2.99387 7.77308  0.3329
52 H -16.25697 1.86074 6.37051  0.3323
53 H -13.76474 5.75644 6.71077  0.4089
54 H -14.89049 7.16137 6.34861  0.4145
55 H -14.31465 6.12004 5.01757  0.3033
56 C -18.39041 9.94499 8.32327  -0.9288
57 C -18.65615 11.01278 7.34291  0.8183
58 O -19.02707 12.11848 7.47930  -0.5487
59 N -18.43597 10.58993 5.97209  1.0305
60 H -17.37460 10.63730 5.80488  -0.2811
61 H -18.60230 9.56351 5.93626  0.3431
62 C -19.15615 11.33086 4.93919  -0.8886
63 H -19.30455 9.25175 8.35221  0.3633
64 H -18.27933 10.37042 9.31897  0.4419
65 H -17.58637 9.20685 8.15703  0.0018
66 H -19.15556 10.88289 3.95787  0.2491
67 H -18.71168 12.24508 4.73314  0.3585
68 H -20.17856 11.39728 5.37495  0.3541
69 C -13.48222 11.01729 5.86987  0.6341
70 F -12.68313 12.05114 6.17321  -0.2355
71 F -12.83492 10.20788 5.02998  -0.2521
72 F -13.75427 10.28823 6.92524  -0.1726
73 S -15.03176 11.69662 5.15464  0.9746
74 O -14.66568 11.95650 3.79722  -0.8310
75 O -15.95127 10.60851 5.19909  -0.6210
76 O -15.40344 12.76538 6.07340  -0.6426
77 C -19.89679 6.25234 3.41765  0.2856
78 F -20.74446 5.70123 4.27204  -0.1786
79 F -19.43996 5.36103 2.49853  -0.2174
80 F -20.48422 7.18275 2.68219  -0.1890
81 S -18.49287 6.96707 4.37058  1.2622
82 O -17.55058 7.26372 3.30878  -0.6660
83 O -19.14317 8.04403 5.04528  -0.9198
84 O -17.98863 5.93005 5.27674  -0.9273
85 C -15.06999 6.62940 11.21522  0.5220
86 F -14.72249 7.68741 11.91239  -0.2266
87 F -14.00905 5.96626 10.84805  -0.2196
88 F -15.74284 5.85226 12.10531  -0.2408
89 S -16.08008 7.11926 9.76655  1.2779
90 O -16.71612 5.85172 9.33248  -0.8362
91 O -16.99057 8.13021 10.15640  -0.5910
92 O -15.02973 7.51564 8.84065  -0.6127

---

Here is 7 unconnected molecules or ions with the total composition C19H44IN3O6 from the OMol25 dataset. Energies are from ωB97M-V/def2-TZVPD.

Calculated values
- structure (SMILES) = [H]/N=C(/C)C[C@@H](C#N)[C@H](I)C#N.CCO.CCO.CCO.CCO.CCO.CCO
- molar mass (g mol⁻¹) = 537.48
- orbital gap (eV) = 9.086
- HOMO energy (eV) = -9.829

Last column: Mulliken charge in e.
Cartesian coordinates (Å):
1 H -7.05654 3.49892 2.52152  0.2430
2 N -6.22778 4.07410 2.67390  -0.7969
3 C -5.18527 3.52249 2.20444  0.8227
4 C -3.85899 4.21031 2.34509  -1.0624
5 C -5.22810 2.21254 1.44128  -1.2293
6 C -4.24165 1.08854 1.87642  1.1695
7 C -3.76145 1.24959 3.24873  -0.3494
8 N -3.31703 1.42197 4.28998  -0.4080
9 C -4.90623 -0.31512 1.63770  -0.7662
10 I -5.42608 -1.43364 3.39203  0.1998
11 C -4.03118 -1.15761 0.83152  0.3069
12 N -3.31372 -1.79103 0.19819  -0.4891
13 H -3.32269 3.80156 3.20589  0.2254
14 H -4.01071 5.26632 2.53873  0.3028
15 H -3.23354 4.10805 1.45517  0.3196
16 H -4.99470 2.45071 0.39781  0.2465
17 H -6.24643 1.81933 1.45351  0.5118
18 H -3.36297 1.10969 1.22855  0.2789
19 H -5.84417 -0.19639 1.10026  0.5152
20 C 0.38006 -3.24181 0.93956  -0.9180
21 C -0.05788 -2.75878 2.30840  -0.2924
22 O -0.79389 -1.54339 2.22706  -0.3425
23 H 0.98518 -2.47824 0.45143  0.1184
24 H 0.96491 -4.16015 1.01201  0.3919
25 H -0.49005 -3.43676 0.30856  0.2939
26 H 0.80400 -2.54489 2.94018  0.2929
27 H -0.65766 -3.52738 2.80860  0.3102
28 H -1.56427 -1.70723 1.67228  0.1101
29 C -0.20648 -1.84936 -2.74612  -1.0972
30 C 1.18637 -1.50181 -2.25894  0.1074
31 O 1.88233 -0.66565 -3.18250  -0.5260
32 H -0.15247 -2.35409 -3.71111  0.3051
33 H -0.72052 -2.49878 -2.03692  0.2499
34 H -0.80807 -0.94554 -2.87187  0.3337
35 H 1.79021 -2.40231 -2.15127  0.1909
36 H 1.13617 -1.00547 -1.28469  0.1773
37 H 1.38185 0.14783 -3.29260  0.2832
38 C 4.87499 -3.33602 -2.44577  -1.1365
39 C 5.13149 -3.13741 -3.92812  -0.0317
40 O 3.96305 -2.71273 -4.61984  -0.5002
41 H 4.08240 -4.07094 -2.29829  0.2662
42 H 5.77325 -3.68327 -1.93286  0.3712
43 H 4.55560 -2.39963 -1.98136  0.2928
44 H 5.43308 -4.07521 -4.39463  0.2555
45 H 5.93613 -2.40740 -4.08002  0.2547
46 H 3.66793 -1.87898 -4.23154  0.2181
47 C -0.67682 7.22470 2.59227  -0.9456
48 C -1.56565 7.59502 1.42067  -0.3075
49 O -2.92379 7.21794 1.63265  -0.4807
50 H -0.72481 6.15246 2.78520  0.2144
51 H 0.36109 7.49679 2.39610  0.3476
52 H -0.99669 7.74205 3.49972  0.3163
53 H -1.25259 7.06806 0.51969  0.2765
54 H -1.50294 8.66930 1.21837  0.2892
55 H -3.24032 7.68513 2.41257  0.2827
56 C 5.76565 -4.21747 -8.81077  -1.0718
57 C 5.25696 -4.75448 -7.48596  -0.0120
58 O 6.33031 -5.19793 -6.65562  -0.5264
59 H 6.34191 -4.98096 -9.33448  0.2643
60 H 4.93917 -3.90258 -9.44967  0.3278
61 H 6.41811 -3.35536 -8.65186  0.3309
62 H 4.61589 -5.62052 -7.64578  0.2841
63 H 4.67079 -3.99330 -6.96105  0.0903
64 H 6.90009 -4.43973 -6.49366  0.3026
65 C 0.49186 0.09275 5.26235  -0.6325
66 C 0.05677 0.71146 6.57802  -0.3759
67 O -0.43519 2.03664 6.41956  -0.5100
68 H 1.26290 0.70515 4.79277  0.2781
69 H 0.88979 -0.91206 5.41622  0.2902
70 H -0.34778 0.01775 4.56791  0.0881
71 H 0.90055 0.79028 7.26384  0.3117
72 H -0.70506 0.08432 7.05506  0.2641
73 H -1.19373 1.99328 5.82670  0.2838

---

Here is a molecular structure, C19H45F3N2O4SSbTi in a non-equilibrium geometry from the OMol25 dataset. Energies are from ωB97M-V/def2-TZVPD.

Calculated values
- molar mass (g mol⁻¹) = 624.27
- multiplicity = 2
- charge = +2
- orbital gap (spin up / spin down) (eV) = 8.259 / 9.092
- HOMO energy (spin up / spin down) (eV) = -13.666 / -14.500

Last column: Mulliken charge in e.
Cartesian coordinates (Å):
1 Ti 0.14055 0.12441 -1.03054  1.2380
2 N -2.31291 4.03183 3.01133  -0.2856
3 C -1.09939 3.89061 2.11641  -0.5767
4 C -1.43182 2.96407 0.94843  -0.8185
5 N -0.33619 2.77011 0.02323  -0.3070
6 H -2.12510 4.64302 3.80929  0.3766
7 H -2.60764 3.12361 3.37844  0.3530
8 H -3.10569 4.42626 2.49897  0.3517
9 H -0.29610 3.49989 2.73942  0.3860
10 H -0.83683 4.89356 1.78417  0.3547
11 H -2.27838 3.37797 0.39725  0.4860
12 H -1.74103 1.98499 1.32700  0.3491
13 H 0.50333 2.41234 0.47009  -0.0657
14 H -0.09672 3.61961 -0.47556  0.2404
15 C 2.43490 -1.28322 1.48373  -1.5713
16 C 2.15698 0.20911 1.42432  1.4637
17 C 1.39296 0.66383 2.66455  -1.4465
18 C 3.44138 1.00420 1.24992  -1.3626
19 O 1.32080 0.47665 0.28912  -0.4062
20 H 3.02274 -1.53386 2.36600  0.4952
21 H 2.99335 -1.59731 0.59924  0.2030
22 H 1.49758 -1.84160 1.52293  0.3623
23 H 1.96651 0.44948 3.56724  0.5030
24 H 0.43409 0.14775 2.73631  0.3425
25 H 1.22205 1.74468 2.63359  0.1223
26 H 4.11386 0.83918 2.09205  0.4078
27 H 3.23119 2.07328 1.18528  0.3429
28 H 3.95324 0.69646 0.33705  0.2259
29 F -4.12581 1.73364 -0.54033  -0.2322
30 C -3.48444 1.73655 -1.71453  0.7175
31 F -4.36705 1.71082 -2.70323  -0.2116
32 F -2.76641 2.85383 -1.80023  -0.2095
33 S -2.43556 0.18008 -1.87757  0.3817
34 O 0.68528 -1.39955 -2.08788  -0.9548
35 O -1.87702 -0.01173 -0.46507  -0.5063
36 O -1.21757 0.73249 -2.60816  -0.7411
37 C 4.20731 -1.46782 -2.41953  -1.7076
38 C 3.38228 -2.51202 -3.16333  1.5899
39 C 4.12420 -3.07416 -4.37140  -1.5277
40 C 2.97447 -3.62624 -2.19468  -1.6982
41 Sb 1.54601 -1.54945 -3.78178  2.0790
42 C 0.23305 -2.76223 -4.99682  1.4163
43 C 0.75381 -2.74817 -6.42857  -1.5707
44 C 0.26607 -4.17904 -4.41844  -1.8036
45 C -1.17101 -2.18299 -4.88236  -1.5407
46 C 1.87339 0.42460 -4.58889  1.7240
47 C 0.63327 0.91515 -5.34031  -1.5852
48 C 2.22385 1.40342 -3.47181  -1.7444
49 C 3.05048 0.29284 -5.56495  -1.6900
50 H 5.07432 -1.96810 -1.97826  0.6004
51 H 3.64070 -1.01362 -1.60056  0.0945
52 H 4.58452 -0.67870 -3.07066  0.2790
53 H 5.04340 -3.55201 -4.02188  0.5043
54 H 4.40853 -2.30240 -5.09047  0.2999
55 H 3.54390 -3.83847 -4.88925  0.3262
56 H 3.88280 -4.07531 -1.78315  0.5305
57 H 2.41483 -4.42061 -2.68407  0.3534
58 H 2.38048 -3.24251 -1.36603  0.2480
59 H 1.77673 -3.12359 -6.50686  0.3245
60 H 0.70937 -1.76135 -6.88952  0.2808
61 H 0.11728 -3.41386 -7.01889  0.5337
62 H 1.23732 -4.65343 -4.55918  0.3554
63 H -0.47133 -4.78756 -4.94886  0.5474
64 H 0.00756 -4.20112 -3.35854  0.3666
65 H -1.24387 -1.15930 -5.25146  0.3255
66 H -1.52671 -2.21226 -3.85077  0.2582
67 H -1.84353 -2.80214 -5.48325  0.5386
68 H -0.23101 1.00438 -4.68978  0.0767
69 H 0.38143 0.27026 -6.18334  0.3443
70 H 0.84862 1.90583 -5.75105  0.5382
71 H 1.35569 1.63428 -2.84630  0.1932
72 H 2.52967 2.34993 -3.92645  0.5681
73 H 3.04629 1.06308 -2.84097  0.3332
74 H 2.85334 -0.43900 -6.35212  0.3430
75 H 3.98412 0.02360 -5.06828  0.3462
76 H 3.20847 1.25495 -6.05805  0.5408